No. 1
This record from OMol25 describes a molecular structure, C29H33Cl3MgN6O4SSe2 at a distorted geometry. The level of theory is ωB97M-V/def2-TZVPD.

The geometry in XYZ format:
```
79
Properties=species:S:1:pos:R:3
Mg -0.637 1.509 0.986
C -1.641 -1.365 4.076
C -1.017 -0.032 3.820
C 0.367 0.120 3.874
C 0.975 1.347 3.636
C 2.454 1.494 3.796
C 0.173 2.454 3.347
C -1.223 2.352 3.378
C -2.094 3.571 3.410
C -1.799 1.095 3.587
H -1.284 -2.096 3.352
H -2.725 -1.313 4.016
H -1.368 -1.728 5.065
H 0.975 -0.722 4.178
H 2.669 1.773 4.827
H 2.859 2.279 3.163
H 2.969 0.559 3.595
H 0.631 3.436 3.276
H -2.550 3.642 4.398
H -2.908 3.522 2.684
H -1.518 4.480 3.243
H -2.872 1.034 3.723
Se -0.973 4.681 0.221
Se -1.650 3.424 -1.571
C -3.015 2.391 -0.661
C -4.340 2.528 -1.055
C -5.314 1.839 -0.351
C -4.919 1.012 0.693
C -3.571 0.916 0.991
N -2.634 1.607 0.343
C 0.854 4.061 0.333
C 1.882 4.988 0.220
C 3.190 4.533 0.252
C 3.412 3.171 0.402
C 2.323 2.328 0.544
N 1.062 2.759 0.509
H -4.593 3.171 -1.886
H -6.356 1.943 -0.610
H -5.641 0.459 1.273
H -3.212 0.267 1.774
H 1.649 6.037 0.100
H 4.013 5.225 0.163
H 4.414 2.772 0.412
H 2.464 1.269 0.703
C 2.385 -4.290 -6.642
C 1.674 -3.706 -5.438
S 2.638 -4.146 -3.954
O 3.851 -3.379 -3.937
O 2.688 -5.562 -3.808
C 1.612 -3.479 -2.547
C 2.076 -2.057 -2.314
N 1.470 -1.434 -1.156
C 0.496 -0.507 -1.156
N 0.236 -0.097 0.084
C 1.054 -0.790 0.908
C 1.835 -1.626 0.156
N 2.843 -2.500 0.684
O 3.167 -2.241 1.820
O 3.261 -3.388 -0.010
C -0.214 -0.039 -2.365
H 1.850 -4.042 -7.557
H 2.442 -5.372 -6.550
H 3.396 -3.893 -6.700
H 0.684 -4.135 -5.305
H 1.630 -2.620 -5.474
H 1.846 -4.125 -1.705
H 0.563 -3.559 -2.814
H 1.861 -1.436 -3.183
H 3.162 -2.095 -2.184
H 1.026 -0.694 1.975
H 0.414 0.624 -2.960
H -1.112 0.504 -2.072
H -0.506 -0.888 -2.982
Cl -2.761 -4.888 -0.492
C -3.136 -3.233 -1.065
Cl -4.902 -2.940 -1.081
Cl -2.475 -2.978 -2.702
C -2.516 -2.276 -0.193
N -2.014 -1.503 0.486
```

## Properties
- F_max: 1.45 eV Å⁻¹
- Total charge: +2


No. 2
This record from OMol25 describes C8H10O3 in the gas phase at a distorted geometry. The level of theory is ωB97M-V/def2-TZVPD.

The geometry in XYZ format:
```
21
Properties=species:S:1:pos:R:3
C 1.289 2.823 -0.333
C 0.062 1.861 -0.306
O -1.010 2.630 -0.491
C -0.028 0.461 -0.235
C 1.154 -0.399 -0.151
O 2.323 -0.050 0.046
C 0.879 -1.893 -0.180
C -0.175 -2.125 0.880
C -1.501 -1.561 0.457
C -1.402 -0.215 -0.201
O -2.345 0.400 -0.592
H 1.030 3.613 -1.035
H 1.223 3.305 0.615
H 2.249 2.429 -0.487
H -1.778 1.994 -0.645
H 1.774 -2.417 0.090
H 0.561 -2.260 -1.145
H -0.305 -3.168 0.894
H 0.248 -1.764 1.818
H -2.059 -2.237 -0.238
H -2.188 -1.428 1.240
```

## Properties
- F_max: 3.77 eV Å⁻¹
- Total charge: 0


No. 3
This record from OMol25 describes a molecular structure, C5H6AgO4 at a distorted geometry. The level of theory is ωB97M-V/def2-TZVPD.

The geometry in XYZ format:
```
16
Properties=species:S:1:pos:R:3
C -0.852 -1.237 -0.960
C 0.219 -1.181 0.041
O 0.927 0.057 -0.125
C 1.951 0.286 0.686
O 2.445 -0.485 1.460
O 2.238 1.593 0.610
Ag 0.621 2.793 -0.601
H -1.286 -2.239 -1.013
H -0.677 -0.737 -1.916
H 0.919 -2.022 0.039
H -0.667 -0.868 1.027
H 2.962 1.816 1.212
C -2.089 -0.254 0.006
C -2.000 1.035 -0.205
O -1.636 2.127 -0.437
H -3.075 -0.684 0.177
```

## Properties
- F_max: 4.56 eV Å⁻¹
- Total charge: +1


No. 4
This record from OMol25 describes C4H8N2 in the gas phase at a distorted geometry. The level of theory is ωB97M-V/def2-TZVPD.

The geometry in XYZ format:
```
14
Properties=species:S:1:pos:R:3
C -1.122 -0.777 1.367
N -0.239 0.195 0.764
C 0.234 -0.023 -0.588
C 0.442 1.380 -1.208
C 1.361 -1.011 -0.608
N 2.135 -1.867 -0.502
H -2.020 -0.856 0.744
H -1.424 -0.360 2.333
H -0.695 -1.783 1.514
H 0.562 0.401 1.349
H -0.556 -0.526 -1.157
H -0.450 1.591 -1.808
H 0.430 2.113 -0.394
H 1.342 1.522 -1.808
```

## Properties
- F_max: 1.29 eV Å⁻¹
- Total charge: 0


No. 5
This record from OMol25 describes 2 unconnected molecules or ions with the total composition C5H12N3O at a distorted geometry. The level of theory is ωB97M-V/def2-TZVPD.

The geometry in XYZ format:
```
21
Properties=species:S:1:pos:R:3
C -0.865 -0.919 -2.767
C -0.755 -0.946 -0.608
C 1.447 -0.779 -1.698
C -3.247 -0.848 -0.198
C 1.942 1.965 2.166
N -2.117 -0.911 -2.307
N -0.008 -0.917 -1.718
N -2.010 -0.880 -0.978
O 1.379 0.663 1.676
H -0.744 -0.961 -3.855
H -0.338 -0.768 0.469
H 1.640 -0.725 -0.601
H 1.914 -1.818 -2.020
H 1.899 -0.125 -2.412
H -3.092 -1.341 0.823
H -3.434 0.205 -0.026
H -4.110 -1.165 -0.836
H 2.961 2.058 1.925
H 1.755 2.149 3.356
H 1.435 2.737 1.759
H 1.722 -0.014 2.226
```

## Properties
- F_max: 5.02 eV Å⁻¹
- Total charge: +1


No. 6
This record from OMol25 describes a molecular structure, C12H14IrNO6Se2. The level of theory is ωB97M-V/def2-TZVPD.

The geometry in XYZ format:
```
36
Properties=species:S:1:pos:R:3
Ir 0.675 -0.230 0.109
O 0.809 -2.166 0.902
C 0.067 -3.312 0.390
C -0.075 -3.274 -1.126
C -0.415 -4.729 -1.539
O 0.617 -5.660 -1.273
C 1.232 -2.877 -1.818
Se 1.532 -0.945 -1.978
C -1.259 -2.412 -1.586
Se -1.524 -0.699 -0.663
H 0.674 -2.122 1.857
H -0.922 -3.326 0.853
H 0.631 -4.199 0.680
H -0.686 -4.731 -2.600
H -1.285 -5.076 -0.977
H 1.310 -5.559 -1.932
H 1.202 -3.248 -2.847
H 2.079 -3.341 -1.313
H -2.187 -2.954 -1.391
H -1.180 -2.229 -2.658
O 0.166 0.410 2.071
C -0.033 1.603 2.345
C -0.007 2.727 1.466
C -0.321 3.964 2.068
C -0.302 5.115 1.345
C 0.044 5.106 -0.022
C 0.359 3.932 -0.629
C 0.344 2.689 0.074
O 0.668 1.647 -0.597
N -0.636 6.379 1.997
O -0.868 6.358 3.191
O -0.547 7.392 1.329
H -0.263 1.829 3.393
H -0.581 4.003 3.117
H 0.052 6.040 -0.565
H 0.628 3.893 -1.675
```

## Properties
- F_max: 0.92 eV Å⁻¹
- Total charge: 0


HOMO-LUMO gap: 0.3055 0.3554 0.2879 0.3819 0.3993 0.2572 (Eh)
Energy relative to the best compared isomer or geometry (same formula, charge and spin): 21.3 2.2 60.4 18.7 70.7 0.0 (kcal per mole)
LUMO energy: -6.17 0.29 -5.24 0.92 -3.13 -0.64 (eV)